No. 1
ORCA calculation (ωB97M-V/def2-TZVPD) on a cluster of 2 separate species, CH5N2O in total.

```
9
Properties=species:S:1:pos:R:3
C -0.210 -0.917 -0.049
N 0.002 1.382 -0.130
N -0.430 0.315 0.667
O -2.621 0.054 -0.082
H -0.538 -1.733 0.590
H -0.800 -0.952 -0.974
H 0.857 -1.070 -0.317
H -0.495 1.382 -1.028
H -0.224 2.242 0.366
```

Computed properties:
Energy, eV: -6140.9521
LUMO level (spin up / spin down), eV: 4.9 / 4.9
Energy relative to the best compared isomer or geometry (same formula, charge and spin), kJ/mol: 515.9
Orbital gap (spin up / spin down), eV: 7.6 / 6.9
HOMO (spin up / spin down), eV: -2.76 / -1.95
F_max, eV Å⁻¹: 0.8
Net charge: -1

=====

No. 2
ORCA calculation (ωB97M-V/def2-TZVPD) on an isolated molecule of C17H29FO6 at a distorted geometry.

```
53
Properties=species:S:1:pos:R:3
C 5.646 0.758 1.205
C 5.143 -0.587 0.373
C 3.753 -1.231 0.957
C 2.448 -0.191 0.865
O 1.208 -0.759 1.410
C 0.173 -0.956 0.386
C -0.584 0.318 -0.303
C -0.450 1.743 0.484
C -1.767 2.237 1.309
C -3.190 2.197 0.522
C -3.140 2.413 -1.097
O -2.224 3.461 -1.573
C -2.062 3.287 -3.038
C -1.385 1.990 -3.781
O -2.525 4.268 -3.860
O 0.862 -1.803 -0.643
C 0.982 -3.205 -0.127
O 1.593 -4.251 -0.698
O 0.325 -3.218 1.216
C -0.724 -2.179 1.056
C -1.148 -1.882 2.639
C -2.162 -2.587 0.389
C -2.179 -2.667 -1.248
F -3.267 -1.673 0.808
H 4.767 1.539 1.365
H 6.047 0.447 2.273
H 6.513 1.347 0.644
H 6.013 -1.395 0.496
H 5.030 -0.261 -0.756
H 3.931 -1.412 2.123
H 3.537 -2.283 0.495
H 2.342 0.300 -0.202
H 2.744 0.709 1.592
H -0.076 0.476 -1.372
H -1.694 0.009 -0.504
H 0.450 1.731 1.268
H -0.122 2.560 -0.322
H -1.871 1.507 2.248
H -1.523 3.301 1.791
H -3.847 3.095 0.956
H -3.815 1.220 0.797
H -4.233 2.773 -1.416
H -3.001 1.363 -1.599
H -1.535 1.983 -4.960
H -0.223 1.871 -3.574
H -1.866 0.960 -3.413
H -0.205 -1.923 3.360
H -1.768 -0.895 2.757
H -1.883 -2.768 2.941
H -2.447 -3.666 0.784
H -3.316 -2.640 -1.608
H -1.651 -1.780 -1.798
H -1.621 -3.654 -1.620
```

Computed properties:
Energy, eV: -33091.8056
LUMO level, eV: 0.3
SMILES: CCCCO[C@@]1(CCCCCOC(C)=O)OC(=O)O[C@]1(C)[C@H](C)F
Orbital gap, eV: 10.7
HOMO, eV: -10.36
F_max, eV Å⁻¹: 9.6

=====

No. 3
ORCA calculation (ωB97M-V/def2-TZVPD) on an isolated molecule of C2H4P4 at a distorted geometry.

```
10
Properties=species:S:1:pos:R:3
C -1.837 0.348 -0.496
P -1.262 -1.184 -0.738
P 0.004 -1.337 1.049
C 1.267 -0.395 0.320
P 2.953 -0.117 0.090
P 1.317 1.279 -0.396
H -2.129 0.908 -1.350
H -1.355 0.835 0.277
H 0.492 -2.541 0.792
H 0.550 2.204 0.453
```

Computed properties:
Energy, eV: -39289.7150
LUMO level, eV: -0.8
Energy relative to the best compared isomer or geometry (same formula, charge and spin), kJ/mol: 250.4
SMILES: C=P#[PH]C1=PP1
Orbital gap, eV: 7.0
HOMO, eV: -7.81
F_max, eV Å⁻¹: 3.3